Record 1
14
Properties=species:S:1:pos:R:3:forces:R:3:lowdin_charge:R:1 method="wB97M-V/def2-TZVPD" total_charge=0 smiles=Cc1occc1N gap_ev=9.0 lumo_energy_ev=1.0358 relative_energy_kcal_mol=61.09 total_energy_ha=-324.62711
C -1.637002 -1.063043 0.067610 -0.13 -0.07 0.20 -0.013
C -0.256165 -0.555739 0.160901 -0.40 0.20 0.48 -0.289
O 0.779566 -1.408579 0.487375 -0.17 -0.11 0.52 0.046
C 1.919070 -0.730686 0.311474 0.00 -0.16 -0.17 -0.111
C 1.671654 0.563832 -0.085641 -0.43 -0.67 -0.25 -0.056
C 0.243765 0.673223 -0.041192 -0.50 -0.32 -0.01 -0.346
N -0.420373 1.864237 -0.372809 -0.10 -0.05 0.05 0.093
H -2.221386 -0.346108 -0.522815 0.07 -0.17 0.18 0.086
H -1.685236 -2.037244 -0.428990 0.03 0.12 0.13 0.086
H -2.065427 -1.140268 1.067460 -0.33 -0.18 -0.06 0.081
H 2.817055 -1.281691 0.563555 -0.10 0.06 -0.44 0.122
H 1.730958 0.766426 -1.141053 2.38 1.33 -0.49 0.128
H 0.246284 2.631600 -0.392478 -0.21 -0.15 0.04 0.085
H -1.122766 2.064046 0.326603 -0.12 0.18 -0.18 0.088


Record 2
14
Properties=species:S:1:pos:R:3:forces:R:3:lowdin_charge:R:1 method="wB97M-V/def2-TZVPD" total_charge=0 gap_ev=10.6 lumo_energy_ev=0.9941 relative_energy_kcal_mol=61.71 total_energy_ha=-324.62612
C 2.412776 0.237160 0.422770 0.16 -0.01 -0.06 -0.126
N 1.533197 -0.803701 -0.077520 -0.38 -0.04 0.01 0.064
C 0.311395 -0.598262 -0.210263 0.41 0.01 0.12 -0.363
O -0.579715 -1.533459 -0.719467 0.08 -0.14 0.01 0.039
C -1.561624 -0.499184 -0.878029 -0.32 0.04 -0.23 -0.226
C -2.012230 0.000600 0.434463 -0.14 -0.03 0.09 -0.033
C -0.703091 0.505015 -0.159514 0.23 0.37 -0.05 -0.088
H 2.319284 1.203750 -0.090171 -0.18 -0.15 0.01 0.076
H 2.259748 0.399647 1.491229 0.02 0.01 0.03 0.077
H 3.438444 -0.106114 0.274920 -0.07 0.12 0.10 0.066
H -2.061374 -0.442632 -1.833795 -0.06 0.03 0.09 0.151
H -2.028311 -0.651416 1.300226 0.10 -0.03 -0.09 0.116
H -2.812941 0.736427 0.396941 0.17 -0.09 0.02 0.113
H -0.515554 1.552165 -0.351787 -0.02 -0.12 -0.04 0.134


Record 3
14
Properties=species:S:1:pos:R:3:forces:R:3:lowdin_charge:R:1 method="wB97M-V/def2-TZVPD" total_charge=0 smiles=Cn1cccc1O gap_ev=8.8 lumo_energy_ev=0.8365 relative_energy_kcal_mol=38.10 total_energy_ha=-324.66375
C -0.332517 0.156399 1.656699 0.05 -0.32 0.39 -0.047
N 0.706547 0.172594 0.575576 -0.31 0.06 -0.14 -0.069
C 0.301112 1.331673 -0.126702 -0.11 0.32 -0.35 -0.163
C -0.288151 1.005365 -1.288525 0.22 0.19 -0.12 -0.080
C -0.114261 -0.423040 -1.467443 0.04 -0.08 0.00 -0.033
C 0.526000 -0.869973 -0.359357 -0.36 0.23 -0.07 -0.387
O 0.984465 -2.104191 -0.041833 -0.24 0.04 0.04 0.082
H -0.047627 -0.516491 2.455865 -0.02 -0.23 0.08 0.080
H -1.295464 -0.135274 1.207665 0.22 -0.04 0.18 0.104
H -0.483129 1.162395 2.071477 0.38 -0.38 -0.06 0.084
H 0.433078 2.269857 0.389185 -0.29 0.05 -0.15 0.114
H -0.812018 1.683409 -1.943453 0.24 -0.01 -0.19 0.095
H -0.416574 -1.000048 -2.332217 0.14 0.03 0.11 0.101
H 0.793289 -2.689025 -0.790216 0.04 0.13 0.29 0.118


Record 4
14
Properties=species:S:1:pos:R:3:forces:R:3:lowdin_charge:R:1 method="wB97M-V/def2-TZVPD" total_charge=0 smiles=CC[C@@]1(C#N)CO1 gap_ev=12.0 lumo_energy_ev=0.8359 relative_energy_kcal_mol=41.26 total_energy_ha=-324.65872
C 0.221632 -1.679517 0.764196 -0.06 0.00 -0.01 -0.090
C 0.834001 -0.337460 0.350318 0.04 0.06 0.00 -0.165
C -0.059900 0.619770 -0.429617 0.06 -0.20 -0.03 -0.440
C -0.791921 -0.018426 -1.528812 -0.49 -0.43 -0.77 -0.134
N -1.377541 -0.541825 -2.377654 0.56 0.48 0.81 0.176
C -0.598080 1.925179 0.008547 -0.23 0.03 0.20 -0.066
O 0.562951 1.844717 -0.794529 0.11 0.01 -0.17 0.002
H -0.446236 -1.588457 1.625751 0.04 0.06 -0.14 0.077
H 1.022739 -2.374048 1.038450 -0.14 0.15 0.00 0.076
H -0.338217 -2.144521 -0.054641 0.09 0.12 0.09 0.069
H 1.240465 0.190436 1.219149 -0.10 0.01 -0.14 0.122
H 1.679442 -0.529335 -0.322261 -0.08 0.04 0.10 0.126
H -1.473104 2.321341 -0.509079 0.11 -0.12 0.16 0.124
H -0.457595 2.279306 1.028637 0.09 -0.21 -0.10 0.122


Record 5
14
Properties=species:S:1:pos:R:3:forces:R:3:lowdin_charge:R:1 method="wB97M-V/def2-TZVPD" total_charge=0 gap_ev=8.6 lumo_energy_ev=0.7348 relative_energy_kcal_mol=90.82 total_energy_ha=-324.57973
C 0.781366 1.394297 0.932409 0.05 0.08 0.06 0.005
N 0.084666 0.406843 0.121747 -0.11 -0.12 -0.16 -0.086
C -0.405174 0.597416 -1.111695 0.04 -0.16 0.12 -0.071
C -0.920706 -0.663123 -1.529835 -0.24 0.18 -0.15 -0.221
C -0.814011 -1.673545 -0.406375 0.16 0.34 0.18 -0.020
C -0.118007 -0.899498 0.504912 -0.05 0.02 -0.17 -0.426
O 0.356088 -1.225501 1.741683 -0.10 -0.15 -0.06 0.035
H 1.806467 1.064083 1.115605 -0.14 0.05 -0.02 0.102
H 0.269263 1.499889 1.891309 0.09 -0.02 -0.14 0.101
H 0.787374 2.351000 0.406955 -0.01 -0.17 0.07 0.092
H -0.356137 1.564231 -1.595368 -0.02 -0.17 0.07 0.121
H -1.587248 -0.777332 -2.379866 0.14 0.02 0.16 0.108
H -0.023508 -1.395595 -1.677353 0.14 -0.01 -0.02 0.152
H 0.120656 -2.157990 1.849817 0.07 0.11 0.06 0.108


Record 6
14
Properties=species:S:1:pos:R:3:forces:R:3:lowdin_charge:R:1 method="wB97M-V/def2-TZVPD" total_charge=0 smiles="O=C[C@H]1[C@H]2CCN21" gap_ev=10.3 lumo_energy_ev=0.9132 relative_energy_kcal_mol=62.46 total_energy_ha=-324.62493
O -0.685666 -0.411836 2.121971 -0.11 -0.32 -0.40 0.051
C -0.900896 -1.121012 1.165846 0.07 0.25 0.24 -0.211
C -0.096336 -1.220527 -0.085468 -0.08 -0.15 0.10 -0.225
C -0.134916 -0.146302 -1.113516 -0.23 0.03 -0.34 -0.199
C -0.194279 1.239502 -0.484619 -0.08 0.08 0.00 -0.107
C 1.120340 0.845362 0.221207 0.14 0.20 0.18 -0.147
N 1.134500 -0.509907 -0.427071 0.17 -0.07 0.05 0.021
H -1.798701 -1.776295 1.145870 0.09 0.01 0.03 0.125
H -0.093080 -2.232049 -0.491486 -0.03 0.15 0.06 0.139
H -0.315112 -0.383747 -2.159595 0.01 0.03 0.18 0.133
H -1.058974 1.444407 0.153771 0.13 -0.02 -0.11 0.104
H -0.082479 2.048024 -1.209457 0.01 -0.13 0.10 0.105
H 1.121626 0.821043 1.309822 0.02 0.02 -0.16 0.100
H 1.983974 1.403337 -0.147274 -0.13 -0.09 0.05 0.110


Record 7
14
Properties=species:S:1:pos:R:3:forces:R:3:lowdin_charge:R:1 method="wB97M-V/def2-TZVPD" total_charge=0 gap_ev=10.6 lumo_energy_ev=1.0218 relative_energy_kcal_mol=104.99 total_energy_ha=-324.55715
C -1.519273 -0.848214 -0.344684 -0.23 -0.14 -0.21 -0.076
N -1.858960 0.564198 0.004143 -0.04 -0.08 0.03 0.092
C -0.500222 0.150690 -0.090647 0.14 -0.21 0.20 -0.428
C 0.623987 0.285913 0.944633 0.05 0.02 0.46 -0.179
C 1.601648 -0.331979 -0.060883 0.14 -0.10 -0.10 -0.026
C 0.707729 0.697141 -0.800594 0.12 0.26 -0.57 -0.169
O 0.896305 1.607795 0.345899 0.30 0.36 0.00 -0.053
H -1.493010 -1.641985 0.385007 -0.69 -0.16 0.21 0.104
H -1.862747 -1.100702 -1.351508 0.38 -0.09 0.35 0.108
H -2.157976 0.707012 0.966833 0.13 -0.15 -0.15 0.102
H 0.625412 0.235397 2.038759 -0.11 -0.07 -0.26 0.149
H 1.530567 -1.404076 -0.274982 -0.15 0.25 -0.10 0.114
H 2.631893 0.011305 0.059225 -0.17 -0.07 0.00 0.114
H 0.774649 1.067500 -1.821205 0.13 0.18 0.13 0.148


Record 8
14
Properties=species:S:1:pos:R:3:forces:R:3:lowdin_charge:R:1 method="wB97M-V/def2-TZVPD" total_charge=0 gap_ev=8.6 lumo_energy_ev=-0.5911 relative_energy_kcal_mol=132.07 total_energy_ha=-324.51400
N 2.995566 0.769634 0.894018 -0.30 -0.23 -0.17 0.163
C 1.975275 0.330475 0.318407 0.24 0.21 0.15 -0.437
O 1.420178 -0.812452 -0.121525 0.19 -0.13 0.06 0.072
C -1.742534 -0.368447 -1.530723 -0.16 -0.29 0.31 0.154
C -1.524849 -0.518298 -0.083262 0.14 0.05 -0.25 -0.328
C -0.602472 0.559880 0.494957 0.02 0.08 0.05 -0.168
C 0.684785 0.489469 -0.280773 -0.13 0.20 -0.04 -0.172
H 3.640107 0.006828 1.104172 0.01 0.04 0.00 0.063
H -2.147247 -1.332527 -1.897757 -0.06 0.12 0.09 0.007
H -1.258459 -1.520140 0.286914 -0.08 0.11 -0.14 0.118
H -2.581239 -0.362125 0.237204 0.03 -0.01 -0.08 0.143
H -0.417830 0.426762 1.566191 -0.04 -0.03 -0.17 0.123
H -1.046739 1.549053 0.340096 0.09 -0.12 0.01 0.124
H 0.605458 0.781894 -1.327923 0.08 -0.01 0.17 0.138


Record 9
14
Properties=species:S:1:pos:R:3:forces:R:3:lowdin_charge:R:1 method="wB97M-V/def2-TZVPD" total_charge=0 gap_ev="7.7 / 7.7" lumo_energy_ev="-1.6700 / -1.6732" relative_energy_kcal_mol=103.99 total_energy_ha=-324.55874
C 0.631357 -0.444674 1.926150 -0.10 0.01 -0.09 -0.155
C 0.854704 -1.050823 0.608212 0.20 0.15 0.18 0.001
C -0.891076 0.271341 -1.741249 0.08 0.04 -0.04 -0.066
C -1.618660 0.954006 -0.618851 0.17 0.05 0.18 -0.301
O -1.062369 1.426105 0.347642 -0.24 -0.18 -0.42 0.018
C 2.062648 -0.739352 -0.030829 0.59 0.07 -0.44 -0.285
N 3.023017 -0.576830 -0.680400 -0.82 -0.11 0.58 0.168
H 1.197557 -1.132809 2.585254 0.00 0.01 -0.05 0.114
H -0.413908 -0.494096 2.233017 0.16 -0.01 0.00 0.069
H 1.044536 0.558300 2.077565 0.02 -0.14 -0.03 0.091
H -0.780579 -0.789510 -1.479593 -0.08 0.13 -0.04 0.074
H 0.112221 0.692203 -1.843579 -0.11 -0.05 0.00 0.080
H -1.433410 0.339222 -2.687030 0.02 0.02 0.12 0.076
H -2.726037 0.986916 -0.696309 0.12 0.01 0.06 0.118